Formula: C6H21N2O3
Source: the Open Molecules 2025 dataset
Level of theory: ωB97M-V/def2-TZVPD

Geometry (Å):
C (0.41704, -0.40562, 2.75667)
C (0.74778, 0.36640, 1.49685)
C (0.08724, -0.23189, 0.25969)
C (-0.05790, 0.61355, -0.97967)
C (-0.73760, 1.75587, -0.88147)
N (-0.83531, 2.73908, -1.90197)
C (0.49762, 0.14748, -2.28132)
N (2.28384, 0.18198, 1.09689)
H (0.73603, 0.20130, 3.61392)
H (0.72308, -1.44976, 2.58779)
H (-0.65604, -0.54784, 2.79960)
H (0.55720, 1.43397, 1.61238)
H (0.51330, -1.23737, 0.04946)
H (-0.90903, -0.53132, 0.61953)
H (-1.31918, 2.09982, -0.03087)
H (-1.64360, 3.33065, -2.00685)
H (-0.56252, 2.41395, -2.81849)
H (-0.11657, 0.43950, -3.14374)
H (1.37853, 0.81078, -2.36856)
H (0.84674, -0.85386, -2.41814)
H (2.50117, 0.31433, 0.11258)
H (2.64480, -0.68310, 1.49232)
H (2.80518, 0.89549, 1.62295)
H (-2.68194, -0.38747, 2.12047)
H (-2.75816, 0.98243, 2.75223)
O (-2.23483, 0.47001, 2.13127)
H (-2.86131, -1.91163, -1.29262)
H (-2.91235, -3.46092, -0.92255)
O (-2.42259, -2.63738, -0.83032)
H (3.14723, -2.44665, -1.23864)
H (1.90725, -1.73622, -1.77011)
O (2.49002, -1.77556, -1.00520)

Cartesian forces (eV/Å) of the 3 atoms listed first:
C 0.3395 -0.0755 -0.7241
C 0.4200 -0.9898 -1.7622
C -1.7308 -1.3192 0.5259

- total energy (a.u.) = -576.1673
- max |F| (eV Å⁻¹) = 3.161
- HOMO-LUMO gap (eV) = 8.21
- total charge = +1
- LUMO (eV) = -2.671
- energy relative to the best compared isomer or geometry (same formula, charge and spin) (eV) = 1.724

Formula: C6H22BO3S3Sn
Source: the Open Molecules 2025 dataset
Level of theory: ωB97M-V/def2-TZVPD

Geometry (Å):
Sn (-1.89890, 0.24114, 0.33393)
B (-1.90429, 0.38628, 3.31069)
H (-2.89278, 0.50968, 2.89608)
H (-1.90467, 0.38295, 4.38968)
H (-1.47129, -0.53748, 2.95938)
H (-1.26804, 1.18559, 2.96351)
C (2.14374, 1.65386, -2.91611)
S (1.22409, 0.32525, -2.15629)
O (-0.23322, 0.88935, -1.95196)
C (1.13453, -0.67920, -3.66854)
H (1.70051, 2.05405, -3.82797)
H (3.11721, 1.31585, -3.27139)
H (2.23439, 2.45051, -2.17771)
H (0.35044, -1.41077, -3.47332)
H (2.14862, -0.99024, -3.91945)
H (0.66720, -0.18287, -4.51904)
C (-0.25132, -5.01747, 0.83616)
S (-1.55693, -3.99329, 0.13088)
O (-1.13401, -2.52141, 0.22996)
C (-1.21549, -4.45680, -1.69076)
H (-0.33141, -6.00765, 0.38758)
H (-0.36640, -5.09452, 1.91732)
H (0.74272, -4.59346, 0.69394)
H (-1.93267, -4.03868, -2.39711)
H (-1.40329, -5.52807, -1.76309)
H (-0.21292, -4.22866, -2.05256)
C (-0.60271, 4.63203, 2.19849)
S (0.32008, 4.01480, 0.85801)
O (-0.55445, 2.86107, 0.36908)
C (1.65613, 3.20888, 1.84250)
H (-0.63232, 3.80680, 2.91000)
H (-1.61086, 4.92624, 1.90664)
H (-0.03863, 5.43534, 2.67241)
H (2.48783, 2.99335, 1.17173)
H (1.35572, 2.21592, 2.17695)
H (2.13341, 3.79162, 2.63036)

Cartesian forces (eV/Å) of the 3 atoms listed first:
Sn 1.2746 0.3942 1.9014
B 0.1311 0.1954 -1.3107
H -4.3925 0.5274 -1.8635

- total energy (a.u.) = -1900.7517
- max |F| (eV Å⁻¹) = 4.934
- HOMO-LUMO gap (eV) = 7.33
- total charge = +1
- LUMO (eV) = -4.795
- energy relative to the best compared isomer or geometry (same formula, charge and spin) (eV) = 2.076

Formula: C6H22Br6O5
Source: the Open Molecules 2025 dataset
Level of theory: ωB97M-V/def2-TZVPD

Geometry (Å):
Br (3.48051, -1.18487, 3.28411)
C (1.88393, -2.18145, 2.96659)
C (1.64434, -3.14168, 4.08910)
Br (0.04526, -4.14831, 3.61895)
H (1.93565, -2.74003, 2.01727)
H (1.04597, -1.40626, 2.92959)
H (1.60126, -2.71360, 5.06882)
H (2.47195, -3.90137, 4.19466)
Br (1.08462, 0.94995, -4.45694)
C (-0.50579, 1.68463, -3.66369)
C (-0.43105, 3.22164, -3.65898)
Br (-0.76102, 3.99872, -5.33394)
H (-0.53804, 1.32823, -2.59344)
H (-1.38202, 1.23527, -4.12556)
H (0.48128, 3.59552, -3.31979)
H (-1.21066, 3.57695, -2.97497)
Br (2.54583, -1.42255, -1.28146)
C (0.98470, -1.98602, -2.25115)
C (-0.24430, -1.57673, -1.53596)
Br (-0.59697, -2.71221, 0.03954)
H (1.10042, -3.06670, -2.34920)
H (1.06348, -1.50553, -3.22292)
H (-1.03304, -1.81103, -2.22973)
H (-0.29601, -0.55040, -1.18021)
O (-0.72742, 2.79982, -0.50302)
H (-0.22301, 2.16396, 0.06241)
H (-0.65419, 3.62840, -0.01475)
O (0.15904, 0.79031, 3.59618)
H (-0.62082, 0.50476, 3.11132)
H (-0.16338, 1.18773, 4.36575)
O (0.65366, 0.74562, 0.79377)
H (1.39761, 0.20839, 0.45361)
H (1.00824, 1.28469, 1.56357)
O (-2.79973, 1.26710, -1.56927)
H (-2.24975, 1.82026, -0.98672)
H (-3.10364, 0.63702, -0.91593)
O (-2.28234, -0.02825, 1.69718)
H (-1.98503, -0.88576, 1.87017)
H (-2.77954, 0.33379, 2.44507)

Cartesian forces (eV/Å) of the 3 atoms listed first:
Br 0.5797 0.2385 -0.0509
C -1.7495 0.7545 -0.3876
C 1.4412 -1.6144 -0.1293

- total energy (a.u.) = -16062.1039
- max |F| (eV Å⁻¹) = 2.886
- HOMO-LUMO gap (eV) = 9.69
- LUMO (eV) = -0.091

Formula: C6H22N2O4
Source: the Open Molecules 2025 dataset
Level of theory: ωB97M-V/def2-TZVPD

Geometry (Å):
C (-0.38505, -1.33520, -3.13089)
C (0.17663, -0.93263, -1.99941)
C (-0.31335, 0.14563, -1.09240)
C (-0.10278, -0.32244, 0.37899)
N (-0.97714, 0.24755, 1.37166)
C (1.37034, -0.06495, 0.83385)
N (2.09012, -1.20638, 1.38289)
C (2.58162, -2.23584, 0.45865)
H (0.02514, -2.14472, -3.73322)
H (-1.33802, -1.08413, -3.59188)
H (1.16970, -1.31310, -1.79657)
H (0.10391, 1.13418, -1.30511)
H (-1.39470, 0.24597, -1.14205)
H (-0.06109, -1.43493, 0.40215)
H (-1.62780, 0.97019, 1.09466)
H (-1.39078, -0.42633, 1.98975)
H (2.08605, 0.37955, 0.08973)
H (1.39725, 0.74519, 1.55511)
H (2.80974, -1.03828, 2.06486)
H (1.86466, -3.05660, 0.45789)
H (3.55762, -2.62249, 0.73670)
H (2.60962, -1.86426, -0.57218)
O (0.59626, 2.90520, 1.39606)
H (0.10640, 2.75246, 2.20802)
H (1.52468, 3.07177, 1.58398)
O (-2.27247, 1.81313, -3.19709)
H (-3.00337, 1.27189, -2.91578)
H (-1.69789, 1.28185, -3.75790)
O (-2.89566, 1.56010, -0.33936)
H (-3.60308, 0.91569, -0.37514)
H (-3.34095, 2.39008, -0.57199)
O (-0.12740, -0.28449, 4.15668)
H (-0.13121, 0.40110, 3.47104)
H (0.59303, -0.86473, 3.88830)

Cartesian forces (eV/Å) of the 3 atoms listed first:
C -0.3323 -1.1336 -0.6941
C 0.1768 0.8870 -0.9498
C -1.0555 -0.7641 1.3343

- total energy (a.u.) = -652.1918
- max |F| (eV Å⁻¹) = 2.524
- HOMO-LUMO gap (eV) = 8.45
- LUMO (eV) = 0.340
- energy relative to the best compared isomer or geometry (same formula, charge and spin) (eV) = 2.687

Among the records above, which one has the highest total energy? C6H21N2O3

Among the records above, which one has the highest max |F|? C6H22BO3S3Sn

The highest total energy belongs to which entry? C6H21N2O3